[1]
Computed, not measured: a cluster of 3 separate species, C16H40Br2N3O4P in total at a distorted geometry, with wB97M-V/def2-TZVPD.

## Properties
Highest occupied orbital energy = -8.1 eV
LUMO level = 0.226 eV
SMILES = C[C@H](Br)[C@H](Br)O[P@@](=O)(O)OCN.CCN(CC)CC.CCN(CC)CC
HOMO-LUMO gap = 8.3 eV

Structure (ORCA input):
```
! RIJCOSX wB97M-V def2-TZVPD def2/J DEFGRID3
* xyz 0 1
C 6.621 1.409 0.041
C 5.906 2.286 1.036
Br 5.182 1.125 2.441
C 4.780 3.068 0.327
Br 4.607 4.810 1.168
O 3.533 2.429 0.424
P 2.664 2.394 -0.909
O 2.539 3.657 -1.573
O 3.244 1.301 -1.885
O 1.277 1.831 -0.453
C 1.183 1.241 0.882
N 1.831 -0.021 1.038
H 7.208 0.676 0.571
H 7.311 2.012 -0.535
H 5.926 0.902 -0.605
H 6.560 2.965 1.544
H 5.068 3.185 -0.706
H 4.195 1.442 -2.038
H 0.132 1.051 1.018
H 1.480 1.930 1.652
H 2.839 0.068 0.966
H 1.523 -0.624 0.281
C -6.525 2.033 2.242
C -5.310 1.566 3.029
N -4.274 0.985 2.197
C -3.239 0.311 2.957
C -2.355 1.150 3.889
C -3.811 1.814 1.098
C -3.220 3.193 1.429
H -6.944 1.216 1.654
H -7.293 2.385 2.931
H -6.289 2.858 1.570
H -5.635 0.796 3.733
H -4.941 2.406 3.640
H -2.600 -0.232 2.255
H -3.728 -0.463 3.557
H -1.620 1.732 3.334
H -1.802 0.492 4.561
H -2.936 1.834 4.508
H -4.647 1.959 0.411
H -3.080 1.237 0.526
H -3.805 3.720 2.183
H -3.208 3.813 0.531
H -2.192 3.126 1.782
C -0.329 -1.072 -2.716
C 0.615 -2.235 -2.974
N 0.522 -3.280 -1.972
C 1.590 -4.258 -2.064
C 1.668 -5.136 -3.320
C -0.809 -3.815 -1.744
C -1.549 -4.440 -2.936
H -0.158 -0.647 -1.726
H -0.155 -0.286 -3.452
H -1.377 -1.360 -2.797
H 1.639 -1.851 -2.955
H 0.445 -2.609 -3.997
H 1.540 -4.902 -1.182
H 2.535 -3.713 -1.971
H 0.910 -5.918 -3.319
H 2.639 -5.632 -3.361
H 1.559 -4.555 -4.235
H -1.429 -3.012 -1.342
H -0.744 -4.546 -0.936
H -1.446 -3.844 -3.843
H -2.615 -4.508 -2.710
H -1.204 -5.450 -3.150
*
```

=====

[2]
Computed, not measured: a structure of composition C16H40N3PtSb at a distorted geometry, with wB97M-V/def2-TZVPD.

## Properties
Highest occupied orbital energy = -15.3 eV
LUMO level = -6.916 eV
HOMO-LUMO gap = 8.4 eV
Energy relative to the best compared isomer or geometry (same formula, charge and spin) = 5.9 kcal per mole

Structure (ORCA input):
```
! RIJCOSX wB97M-V def2-TZVPD def2/J DEFGRID3
* xyz 2 1
Pt 0.403 -0.251 -0.179
N 2.275 0.319 0.711
C 2.469 -0.600 1.870
C 1.189 -0.622 2.665
N 0.017 -0.938 1.795
C -0.472 -2.349 1.751
C -0.006 -3.045 0.496
N -0.392 -2.192 -0.665
H 2.326 1.291 1.005
H 3.022 0.199 0.034
H 2.733 -1.583 1.482
H 3.296 -0.261 2.495
H 1.238 -1.304 3.516
H 1.014 0.379 3.064
H -0.754 -0.393 2.171
H -0.197 -2.890 2.657
H -1.562 -2.297 1.727
H 1.075 -3.175 0.469
H -0.461 -4.034 0.418
H 0.035 -2.536 -1.521
H -1.396 -2.227 -0.821
C 2.170 0.962 -5.135
C 2.189 0.236 -3.790
C 2.037 -1.268 -4.010
C 3.508 0.512 -3.071
Sb 0.573 0.892 -2.497
C 0.789 3.013 -2.000
C -0.459 3.500 -1.265
C 1.981 3.197 -1.062
C 1.011 3.844 -3.265
C -1.374 0.531 -3.427
C -1.575 -0.972 -3.614
C -2.477 1.044 -2.501
C -1.468 1.218 -4.789
H 3.005 0.589 -5.734
H 2.302 2.037 -5.036
H 1.260 0.774 -5.701
H 2.909 -1.628 -4.563
H 1.161 -1.513 -4.608
H 1.998 -1.827 -3.070
H 4.323 0.086 -3.664
H 3.551 0.044 -2.083
H 3.712 1.578 -2.972
H -0.751 2.842 -0.440
H -1.312 3.624 -1.926
H -0.243 4.483 -0.836
H 1.760 2.796 -0.073
H 2.150 4.269 -0.928
H 2.912 2.765 -1.426
H 0.248 3.679 -4.025
H 1.990 3.660 -3.707
H 0.975 4.903 -2.997
H -1.666 -1.484 -2.658
H -0.793 -1.454 -4.198
H -2.518 -1.128 -4.144
H -2.359 0.699 -1.469
H -3.435 0.661 -2.864
H -2.550 2.127 -2.494
H -0.828 0.743 -5.532
H -1.228 2.280 -4.750
H -2.496 1.134 -5.153
*
```

=====

[3]
Computed, not measured: a structure of composition C16H40N4O3P2ReS4 at a distorted geometry, with wB97M-V/def2-TZVPD.

## Properties
Highest occupied orbital energy (spin up / spin down) = -18.8 / -18.6 eV
LUMO level (spin up / spin down) = -15.756 / -15.605 eV
HOMO-LUMO gap (spin up / spin down) = 3.1 / 3.0 eV
Energy relative to the best compared isomer or geometry (same formula, charge and spin) = 51.0 kcal per mole

Structure (ORCA input):
```
! RIJCOSX wB97M-V def2-TZVPD def2/J DEFGRID3
* xyz 4 2
Re -1.655 -0.722 -0.465
C -4.925 0.276 -0.775
C -4.948 -1.240 -0.754
S -3.418 -1.884 -1.556
C -3.339 -3.587 -0.876
C -1.924 -4.100 -1.036
S -0.629 -2.950 -0.397
C -0.616 -3.371 1.397
C -1.608 -2.609 2.255
S -1.526 -0.811 1.891
C -3.231 -0.282 2.348
C -3.546 1.032 1.659
S -3.355 1.030 -0.167
H -5.748 0.679 -0.181
H -5.041 0.652 -1.796
H -5.805 -1.609 -1.327
H -5.011 -1.640 0.259
H -4.035 -4.216 -1.439
H -3.651 -3.555 0.168
H -1.680 -4.249 -2.088
H -1.796 -5.059 -0.533
H 0.406 -3.167 1.716
H -0.804 -4.443 1.485
H -1.354 -2.741 3.311
H -2.629 -2.958 2.102
H -3.262 -0.147 3.433
H -3.932 -1.074 2.083
H -2.868 1.815 2.001
H -4.563 1.350 1.892
C 2.537 -0.450 3.093
N 2.274 0.557 2.089
C 2.600 1.905 2.479
P 2.241 0.021 0.496
O 1.141 -0.918 0.219
O 2.101 1.393 -0.335
P 0.725 1.847 -1.129
O -0.445 1.320 -0.390
N 0.878 1.248 -2.650
C -0.160 0.407 -3.213
C 2.095 1.388 -3.426
N 0.841 3.506 -1.080
C 1.504 4.332 -2.059
C 0.290 4.188 0.066
N 3.758 -0.526 0.045
C 3.997 -1.905 -0.267
C 4.914 0.280 0.329
H 1.840 -0.341 3.928
H 3.545 -0.355 3.510
H 2.425 -1.438 2.652
H 1.910 2.227 3.265
H 2.506 2.577 1.629
H 3.609 1.971 2.900
H -1.127 0.664 -2.768
H 0.066 -0.655 -3.053
H -0.229 0.580 -4.288
H 2.879 1.818 -2.809
H 1.937 2.029 -4.296
H 2.428 0.418 -3.797
H 1.419 3.925 -3.064
H 2.568 4.447 -1.823
H 1.066 5.332 -2.050
H -0.010 3.459 0.816
H -0.579 4.793 -0.211
H 1.029 4.875 0.488
H 3.053 -2.411 -0.451
H 4.545 -2.421 0.528
H 4.622 -1.978 -1.162
H 4.621 1.307 0.532
H 5.594 0.271 -0.527
H 5.488 -0.112 1.176
*
```

=====

[4]
Computed, not measured: a cluster of 7 separate species, C16H40N7O15P in total at a distorted geometry, with wB97M-V/def2-TZVPD.

## Properties
Highest occupied orbital energy = -9.4 eV
LUMO level = -0.364 eV
SMILES = [H]/N=C(/C)C[PH](O)(COC(C)=O)[C@@H](C)CC.C[N+](=O)[O-].C[N+](=O)[O-].C[N+](=O)[O-].C[N+](=O)[O-].C[N+](=O)[O-].C[N+](=O)[O-]
HOMO-LUMO gap = 9.0 eV

Structure (ORCA input):
```
! RIJCOSX wB97M-V def2-TZVPD def2/J DEFGRID3
* xyz 0 1
H -1.122 3.250 0.080
N -1.780 2.443 0.024
C -1.257 1.365 0.750
C -2.257 0.024 0.775
C 0.213 1.423 1.509
P 1.617 1.741 0.253
O 1.323 0.102 -0.361
C 1.859 3.549 0.813
O 2.829 4.324 -0.013
C 2.840 5.746 0.416
C 3.852 6.885 -0.275
O 2.068 6.235 1.426
C 3.454 1.277 0.440
C 4.233 1.482 -1.026
C 4.243 1.984 1.688
C 5.616 1.110 2.072
H -2.242 -0.459 1.841
H -3.358 0.398 0.507
H -1.912 -0.678 -0.095
H 0.200 2.318 2.287
H 0.333 0.378 2.066
H 1.201 2.233 -1.068
H 1.429 -0.566 0.383
H 0.811 4.092 0.633
H 2.054 3.678 1.983
H 3.180 7.585 -0.937
H 4.203 7.559 0.646
H 4.746 6.385 -0.842
H 3.508 0.100 0.636
H 4.129 2.568 -1.449
H 3.775 0.659 -1.757
H 5.359 1.156 -0.827
H 4.663 3.044 1.332
H 3.570 2.202 2.632
H 6.571 1.765 1.784
H 5.617 0.922 3.227
H 5.646 0.143 1.412
C -0.038 0.977 -3.665
N 0.830 2.021 -4.273
O 2.053 1.845 -4.213
O 0.260 2.988 -4.792
H 0.594 0.190 -3.248
H -0.628 1.455 -2.880
H -0.678 0.579 -4.456
C -7.368 0.176 0.037
N -6.207 -0.726 0.264
O -5.742 -1.309 -0.722
O -5.795 -0.823 1.426
H -7.622 0.164 -1.026
H -8.200 -0.201 0.636
H -7.074 1.179 0.352
C 7.679 -2.986 -0.507
N 6.587 -2.329 0.262
O 5.432 -2.484 -0.151
O 6.921 -1.677 1.257
H 7.242 -3.523 -1.352
H 8.354 -2.202 -0.855
H 8.187 -3.678 0.168
C -2.711 -3.284 2.761
N -1.321 -3.634 3.160
O -1.179 -4.305 4.189
O -0.411 -3.224 2.429
H -3.405 -3.707 3.491
H -2.785 -2.195 2.745
H -2.887 -3.709 1.771
C -9.608 -0.949 -4.384
N -9.591 -0.080 -3.176
O -9.954 -0.587 -2.109
O -9.213 1.087 -3.334
H -9.960 -1.943 -4.099
H -10.286 -0.493 -5.108
H -8.588 -0.998 -4.770
C -0.536 -6.688 2.063
N -0.653 -7.734 1.012
O -1.762 -7.887 0.487
O 0.372 -8.373 0.744
H -1.509 -6.209 2.195
H -0.221 -7.181 2.985
H 0.208 -5.963 1.726
*
```

=====

[5]
Computed, not measured: a structure of composition C16H41BeFNO16P4 at a distorted geometry, with wB97M-V/def2-TZVPD.

## Properties
Highest occupied orbital energy (spin up / spin down) = -5.8 / -7.3 eV
LUMO level (spin up / spin down) = 0.616 / 0.180 eV
HOMO-LUMO gap (spin up / spin down) = 6.5 / 7.5 eV

Structure (ORCA input):
```
! RIJCOSX wB97M-V def2-TZVPD def2/J DEFGRID3
* xyz 0 2
Be 0.521 -0.536 1.625
F -0.957 1.091 0.262
C 5.094 -0.765 -0.811
O 4.225 -1.698 -1.503
P 2.679 -1.566 -1.608
O 1.987 -1.376 -0.294
O 2.244 -2.881 -2.468
C 2.654 -3.149 -3.829
O 2.510 -0.335 -2.628
C 1.223 0.204 -2.686
H 5.715 -1.463 -0.250
H 4.489 -0.232 -0.077
H 5.720 -0.204 -1.505
H 2.039 -3.815 -4.435
H 3.619 -3.654 -3.789
H 2.984 -2.277 -4.394
H 1.389 1.281 -2.670
H 0.588 0.033 -1.817
H 0.590 0.122 -3.570
C -5.621 -0.449 3.066
O -4.280 -0.937 2.869
P -2.984 -0.056 3.146
O -1.689 -0.598 2.725
O -3.316 1.445 2.556
C -2.332 2.548 2.693
O -3.125 0.227 4.771
C -2.992 -0.859 5.726
H -6.289 -1.144 2.557
H -5.520 0.359 2.342
H -5.898 0.012 4.014
H -2.751 3.261 3.403
H -2.233 3.203 1.828
H -1.335 2.248 3.016
H -3.324 -1.778 5.243
H -3.640 -0.613 6.567
H -1.994 -0.992 6.142
C 0.025 -5.312 -2.056
O 0.361 -4.429 -1.112
P -0.934 -3.669 -0.362
O -0.425 -2.768 0.718
O -1.861 -3.078 -1.620
C -2.757 -1.957 -1.307
O -1.760 -4.960 0.237
C -1.306 -5.813 1.268
H -0.566 -6.096 -1.582
H 0.940 -5.759 -2.444
H -0.464 -5.080 -3.002
H -3.178 -2.034 -0.304
H -3.515 -2.084 -2.080
H -2.393 -0.930 -1.353
H -2.090 -6.471 1.642
H -0.959 -5.299 2.164
H -0.648 -6.499 0.734
C 1.219 3.517 -0.240
O 2.353 3.746 0.645
P 3.169 2.487 1.222
O 2.203 1.336 1.664
O 4.143 2.081 0.071
C 4.999 2.946 -0.594
O 4.219 3.044 2.399
C 3.911 4.193 3.114
H 1.521 2.615 -0.772
H 1.068 4.367 -0.906
H 0.260 3.353 0.251
H 4.760 2.810 -1.648
H 5.994 2.598 -0.315
H 4.735 3.985 -0.395
H 2.854 4.459 3.106
H 4.560 5.022 2.830
H 4.120 4.037 4.172
N -1.952 2.527 -2.130
C -1.580 3.742 -2.656
C -2.499 4.110 -3.648
C -3.302 3.014 -3.914
C -2.938 2.099 -2.920
H -1.596 2.065 -1.305
H -0.799 4.299 -2.159
H -2.493 5.068 -4.146
H -3.991 2.922 -4.741
H -3.401 1.138 -2.749
*
```

=====

[6]
Computed, not measured: a structure of composition C16H41FGaO5, with wB97M-V/def2-TZVPD.

## Properties
Highest occupied orbital energy = -4.9 eV
LUMO level = 2.615 eV
HOMO-LUMO gap = 7.5 eV

Structure (ORCA input):
```
! RIJCOSX wB97M-V def2-TZVPD def2/J DEFGRID3
* xyz -1 1
C 0.087 1.138 -0.224
C -0.179 0.673 -1.639
F -1.236 -0.310 -1.566
Ga 1.417 -0.003 -2.696
C 2.247 -1.705 -1.890
C 1.593 -2.942 -2.357
O 1.386 -3.950 -1.701
H -0.870 1.226 0.314
H 0.720 0.456 0.355
H 0.536 2.137 -0.242
H -0.602 1.519 -2.195
H 0.950 -0.378 -4.202
H 2.549 1.152 -2.790
H 3.278 -1.724 -2.277
H 2.300 -1.742 -0.795
H 1.237 -2.923 -3.409
C 0.927 -5.090 1.394
C -0.094 -4.345 2.232
C -1.479 -4.966 2.120
O -0.121 -2.963 1.887
H 0.648 -5.056 0.339
H 1.907 -4.621 1.480
H 1.012 -6.136 1.700
H 0.214 -4.348 3.283
H -1.817 -4.934 1.081
H -2.199 -4.416 2.728
H -1.470 -6.009 2.441
H -0.308 -2.887 0.943
C 3.471 -3.946 6.983
C 3.228 -3.822 5.486
C 2.236 -2.719 5.161
O 2.808 -5.070 4.939
H 2.537 -4.193 7.496
H 4.192 -4.738 7.190
H 3.848 -3.011 7.400
H 4.177 -3.615 4.986
H 1.268 -2.937 5.622
H 2.082 -2.635 4.086
H 2.580 -1.755 5.540
H 1.951 -5.288 5.324
C 1.214 5.873 -1.683
C 0.718 4.821 -2.663
C 0.196 5.445 -3.948
O -0.282 4.010 -2.054
H 0.394 6.542 -1.401
H 1.592 5.398 -0.778
H 2.011 6.478 -2.119
H 1.528 4.128 -2.898
H -0.651 6.104 -3.732
H -0.141 4.668 -4.635
H 0.969 6.036 -4.443
H -1.023 4.582 -1.820
C -3.380 3.502 -3.439
C -4.285 3.855 -2.274
C -5.457 2.897 -2.150
O -4.740 5.210 -2.367
H -3.935 3.558 -4.382
H -2.541 4.192 -3.500
H -2.980 2.493 -3.334
H -3.706 3.828 -1.348
H -6.071 2.936 -3.055
H -6.085 3.164 -1.299
H -5.109 1.872 -2.021
H -5.246 5.286 -3.184
*
```

=====

[7]
Computed, not measured: a cluster of 3 separate species, C16H42BNO11P3S in total at a distorted geometry, with wB97M-V/def2-TZVPD.

## Properties
Highest occupied orbital energy = -11.1 eV
LUMO level = -3.029 eV
HOMO-LUMO gap = 8.0 eV

Structure (ORCA input):
```
! RIJCOSX wB97M-V def2-TZVPD def2/J DEFGRID3
* xyz 1 1
C 6.925 -1.777 1.703
C 5.772 -2.629 2.301
S 4.141 -1.968 1.814
C 3.096 -3.463 1.885
C 1.615 -3.091 1.673
C 0.745 -2.984 2.970
C 1.226 -2.036 4.072
B 0.385 -0.674 4.100
O -0.898 -0.572 3.550
O 0.952 0.413 4.718
C 0.596 -4.511 3.275
C -0.124 -4.929 4.560
C -0.061 -4.929 1.911
N 0.851 -4.172 0.952
P 0.307 -3.802 -0.749
C -1.313 -2.957 -0.682
O -0.048 -5.270 -1.443
H 7.703 -2.455 1.332
H 6.599 -1.171 0.854
H 7.410 -1.180 2.481
H 5.891 -2.744 3.381
H 5.845 -3.621 1.836
H 3.178 -3.883 2.895
H 3.467 -4.170 1.128
H 1.583 -2.081 1.240
H -0.266 -2.746 2.601
H 0.989 -2.525 5.034
H 2.305 -1.856 4.082
H -0.768 -0.467 2.592
H 0.804 1.191 4.157
H 1.517 -5.120 3.241
H -1.049 -4.346 4.644
H 0.524 -4.647 5.401
H -0.275 -6.008 4.640
H -1.107 -4.615 1.861
H 0.057 -5.998 1.725
H 1.571 -4.881 0.788
H -2.117 -3.558 -0.235
H -1.247 -1.960 -0.231
H -1.604 -2.802 -1.731
H 0.755 -5.806 -1.349
C -3.401 5.034 1.206
O -2.575 4.064 0.514
P -3.025 2.445 0.565
O -1.678 1.845 0.845
O -3.372 2.388 -1.015
C -4.168 3.418 -1.613
O -3.995 1.124 0.848
C -3.790 0.461 2.096
H -2.825 5.476 2.018
H -3.686 5.818 0.506
H -4.307 4.587 1.618
H -3.519 4.209 -1.990
H -4.884 3.837 -0.904
H -4.713 2.989 -2.451
H -3.648 1.172 2.907
H -2.919 -0.185 2.017
H -4.665 -0.152 2.312
C 1.090 6.195 -4.879
O -0.336 6.008 -5.027
P -0.882 4.827 -6.101
O -1.957 5.610 -6.775
O -1.489 3.900 -4.911
C -0.713 3.627 -3.746
O -0.793 3.499 -7.105
C -0.647 3.761 -8.506
H 1.357 7.189 -5.235
H 1.350 6.116 -3.822
H 1.665 5.454 -5.437
H -0.919 4.384 -2.986
H 0.357 3.609 -3.964
H -1.009 2.655 -3.356
H 0.051 4.577 -8.688
H -1.617 4.003 -8.936
H -0.266 2.858 -8.979
*
```

=====

Number 1: DFT total energy -179277.2317 eV. Number 2: DFT total energy -31481.5571 eV. Number 3: DFT total energy -93354.8396 eV. Number 4: DFT total energy -67648.5718 eV. Number 5: DFT total energy -91784.4696 eV. Number 6: DFT total energy -82587.8935 eV. Number 7: DFT total energy -80658.8192 eV.